Entry 1:
134
Properties=species:S:1:pos:R:3:mulliken_charge:R:1 method="wB97M-V/def2-TZVPD" orbital_gap_ev=8.82 smiles=CCN(CC)CC.CCN(CC)CC.CCN(CC)CC.CCN(CC)CC.CCN(CC)CC.CCCC#N.CCCC#N
C -3.0845 7.3979 -2.1638 -0.8651
C -4.0269 6.5228 -1.3746 -0.5600
C -3.4231 5.1406 -1.1567 0.8248
C -2.2901 5.0734 -0.2609 0.0835
N -1.3008 5.0706 0.3241 -0.5226
H -3.3182 8.4796 -2.2727 0.3678
H -3.0413 6.9543 -3.1889 -0.0182
H -2.0709 7.4790 -1.7654 0.3075
H -5.0017 6.4354 -1.9146 0.3012
H -4.2341 6.9884 -0.3965 0.3564
H -3.0130 4.6660 -2.0856 -0.7088
H -4.1644 4.4519 -0.6940 0.3239
C 1.3285 2.9744 0.2008 -1.6093
C 1.2573 1.5222 -0.1929 0.9525
C 2.1909 1.0592 -1.2583 0.5717
C 1.8043 1.4942 -2.6293 0.0479
N 1.4238 1.8667 -3.6559 -0.5755
H 2.2566 3.0574 0.8049 0.3696
H 0.5808 3.2907 0.8959 0.4016
H 1.3387 3.7302 -0.5611 0.3942
H 0.2751 1.1177 -0.3523 -0.0316
H 1.5388 0.9999 0.6805 -0.7609
H 2.1289 -0.0368 -1.2787 -0.4221
H 3.1994 1.4353 -1.0447 0.4504
C 0.9214 -1.9659 5.8757 -1.0768
C 2.3703 -1.4254 5.8033 -0.4530
N 2.6230 -0.7121 4.5037 0.3988
C 3.9006 -0.0823 4.4325 -0.7033
C 4.2134 0.4794 2.9654 -0.6595
C 1.5222 0.3257 4.1652 1.1620
C 1.4553 1.6871 4.8341 -1.5274
H 0.7104 -2.5234 4.9662 0.0807
H 0.2133 -1.1718 6.0509 0.2095
H 0.8292 -2.6389 6.7221 0.5151
H 2.5460 -0.7466 6.6832 0.3035
H 3.0463 -2.3103 5.9296 0.3889
H 4.1723 0.6894 5.2233 0.3169
H 4.6862 -0.8456 4.4793 0.4533
H 3.8633 -0.2888 2.1847 0.0002
H 3.6118 1.4181 2.7573 0.0182
H 5.2904 0.7378 2.8476 0.4708
H 0.5501 -0.1994 4.3066 -0.1941
H 1.6651 0.3633 3.0762 -0.7263
H 0.4894 2.1256 4.8077 0.3040
H 2.2119 2.3061 4.3934 0.3143
H 1.7356 1.5656 5.8409 0.4251
C 0.5362 -5.1417 -3.8568 -1.3251
C 0.6204 -3.9584 -4.8306 -0.3828
N 1.1731 -2.7981 -4.1369 0.1331
C 2.6262 -3.0500 -3.9948 -0.3102
C 3.3334 -1.9326 -3.3242 -0.9199
C 0.9923 -1.5429 -4.8110 0.6187
C -0.3920 -1.2156 -5.3578 -1.4514
H 1.5363 -5.6126 -3.7012 0.3038
H -0.0274 -5.9716 -4.2302 0.4614
H 0.0616 -4.7913 -2.9353 0.2803
H 1.2568 -4.1662 -5.7716 0.2864
H -0.4506 -3.7614 -5.0714 0.4104
H 2.7478 -3.9101 -3.2708 0.1167
H 3.1316 -3.2564 -4.9282 0.2960
H 2.7707 -1.6882 -2.3665 -0.0116
H 4.3301 -2.2323 -2.9956 0.4878
H 3.5257 -0.9654 -3.9074 0.3361
H 1.6987 -1.5650 -5.6994 0.2806
H 1.3390 -0.6866 -4.1492 -0.5419
H -0.4968 -1.7916 -6.3146 0.4049
H -0.4473 -0.1332 -5.4426 0.2239
H -1.1878 -1.5340 -4.7143 0.4147
C -2.1339 2.0244 -2.7966 -0.4408
C -2.5245 2.2280 -4.2564 -1.3433
N -3.0938 3.5181 -4.5239 0.8135
C -2.3322 4.5533 -5.1652 -0.6846
C -0.9340 4.5109 -4.5429 -0.8172
C -4.4868 3.3789 -5.0487 -0.7304
C -5.4219 2.8631 -3.9266 -0.9416
H -3.0120 2.1876 -2.1775 0.2033
H -1.3119 2.6528 -2.4513 -0.0816
H -1.8362 0.9851 -2.6808 0.5306
H -1.6518 1.9949 -4.9458 0.0770
H -3.2716 1.4788 -4.4178 0.5124
H -2.4192 4.3286 -6.2718 0.3924
H -2.8756 5.4437 -4.9801 0.3075
H -0.3535 5.3630 -4.8642 0.4805
H -1.1306 4.5400 -3.4527 0.0027
H -0.3763 3.5845 -4.8130 0.2327
H -4.6556 2.6637 -5.9220 0.3089
H -4.8673 4.2954 -5.4561 0.4876
H -5.1777 1.9250 -3.4399 0.2846
H -6.4396 2.9240 -4.3590 0.4211
H -5.4236 3.6155 -3.0842 0.0744
C 5.0317 -5.5170 0.0651 -1.3795
C 4.0880 -4.4214 -0.0174 0.2650
N 3.2145 -4.4149 1.1260 0.2519
C 1.9799 -3.5903 1.0650 0.1832
C 0.8622 -4.0272 2.0562 -1.3113
C 3.8966 -4.2823 2.3889 0.0896
C 3.6017 -5.4569 3.3143 -1.5663
H 4.5131 -6.4382 0.3196 0.2940
H 5.8064 -5.3139 0.8249 0.3480
H 5.6829 -5.7281 -0.8208 0.3954
H 4.6523 -3.5138 -0.1751 0.1813
H 3.4893 -4.4806 -0.9317 -0.1174
H 2.3073 -2.5090 1.1731 0.0121
H 1.6122 -3.7143 0.0353 0.3031
H 1.0776 -3.9043 3.0875 -0.0809
H -0.0851 -3.5687 1.8806 0.4679
H 0.6591 -5.1001 1.9116 0.3602
H 3.6340 -3.3532 2.8680 -0.1890
H 5.0547 -4.1967 2.1305 0.3121
H 4.0362 -5.2735 4.2899 0.4301
H 3.9838 -6.3428 2.9208 0.4201
H 2.5710 -5.5650 3.3629 0.3007
C -4.7841 -1.9827 4.1915 -1.2841
C -3.3611 -1.7851 3.7039 -0.4128
N -3.0057 -0.3793 3.5068 0.2834
C -1.9504 -0.0949 2.6128 0.1600
C -2.2582 0.9068 1.5083 -0.6180
C -2.9610 0.3154 4.7674 0.1669
C -3.0009 1.8558 4.7272 -1.5111
H -4.9172 -1.8350 5.2856 0.3834
H -5.0172 -3.0664 4.0252 0.4042
H -5.4961 -1.3779 3.5414 0.2504
H -2.6265 -2.2314 4.3954 0.1948
H -3.1698 -2.3333 2.7921 0.4682
H -1.0854 0.2580 3.1154 -0.1326
H -1.7441 -1.0905 2.2185 0.2131
H -2.6193 1.8174 2.0217 0.1538
H -1.4419 1.0950 0.8301 -0.2477
H -3.1193 0.5261 0.9435 0.3244
H -2.0657 0.0097 5.3024 -0.0751
H -3.7986 -0.0429 5.3353 0.3675
H -3.9525 2.1519 4.2993 0.4364
H -2.2315 2.3845 4.1521 0.1755
H -2.9928 2.2986 5.7278 0.4278



Entry 2:
140
Properties=species:S:1:pos:R:3:mulliken_charge:R:1 method="wB97M-V/def2-TZVPD" orbital_gap_ev=6.85 total_charge=-1
C 3.1949 4.1758 -0.9022 -0.0115
O 3.9686 3.7349 0.2696 -0.3986
C 3.6164 2.3708 0.6932 -0.3812
C 4.2569 1.1951 -0.2867 -0.1620
C 3.8779 -0.3430 0.2376 -0.4982
C 2.8195 -0.9563 -0.8551 0.6812
C 2.5161 -2.5604 -0.7050 -0.6951
C 1.3254 -2.9012 0.4166 -0.1572
C -0.1873 -2.6690 -0.2010 -0.1356
C -0.8600 -1.2209 0.1696 -0.4505
C -1.9250 -0.6621 -0.9837 -0.2559
Al -1.5289 1.2624 -1.6012 -0.4503
C -2.3345 1.6127 -3.5008 -0.8032
N 0.4020 1.5254 -1.8415 -0.2098
C -2.1327 2.7257 -0.2962 -0.5287
C -3.3634 2.3066 0.7023 -0.0345
C -4.6494 1.6044 -0.0350 -0.2873
Cl -6.2389 2.6025 0.1756 -0.2793
H 3.1698 3.4100 -1.7932 0.1417
H 2.0720 4.4713 -0.6534 0.1649
H 3.7111 5.1598 -1.2986 -0.1136
H 2.4711 2.1921 0.8541 0.1305
H 4.1273 2.2118 1.7602 0.3028
H 3.7544 1.3557 -1.3570 0.0293
H 5.4116 1.3582 -0.4320 0.3062
H 4.8929 -0.9199 0.3262 0.2237
H 3.3975 -0.2359 1.3149 0.2781
H 1.7945 -0.3967 -0.6868 -0.3292
H 3.2577 -0.7831 -1.9400 -0.3621
H 3.4674 -3.2089 -0.4805 0.3056
H 2.0749 -2.9515 -1.7428 0.2670
H 1.5102 -2.3822 1.4501 0.2434
H 1.4212 -4.0735 0.6158 -0.0569
H -0.8688 -3.5087 0.3033 -0.1367
H -0.2536 -2.8850 -1.3709 0.3344
H -1.5138 -1.3501 1.1511 0.3032
H -0.1010 -0.3584 0.3910 0.0842
H -1.8785 -1.4591 -1.8582 0.3658
H -3.0489 -0.7097 -0.5849 0.0893
H -3.1115 0.7983 -3.8207 0.1917
H -1.4445 1.6588 -4.2925 0.1679
H -2.8134 2.6939 -3.4892 0.2086
H 0.5629 2.1874 -2.6500 0.1389
H 0.7366 1.9440 -0.9410 -0.1687
H -1.2090 3.0398 0.3616 0.0615
H -2.4617 3.6659 -0.9117 0.2821
H -3.7697 3.3262 1.1723 -0.0753
H -2.9811 1.6808 1.6445 0.2438
H -4.4760 1.3926 -1.1726 0.2659
H -4.8581 0.5908 0.5563 0.1916
C -4.3601 6.1933 3.6224 -1.1091
C -3.3439 5.1469 4.0473 -0.3315
O -2.0955 5.2594 3.3700 -0.3596
C -1.3804 6.4785 3.5495 -0.3696
C -0.9990 6.7496 4.9943 -1.0219
H -4.4903 6.1859 2.5351 0.2871
H -5.3270 6.0019 4.0964 0.3962
H -4.0417 7.2004 3.9061 0.3102
H -3.7403 4.1556 3.8059 0.2920
H -3.1906 5.1616 5.1313 0.3490
H -1.9435 7.3156 3.1251 0.3031
H -0.4630 6.3908 2.9578 0.3259
H -1.8821 6.9140 5.6185 0.2544
H -0.3699 7.6416 5.0639 0.3832
H -0.4555 5.8971 5.4176 0.2874
C -10.9862 1.0555 4.7575 -1.0418
C -10.3958 2.4508 4.6455 -0.2973
O -9.0066 2.5066 4.9569 -0.4289
C -8.1372 1.7340 4.1341 -0.4650
C -8.1656 2.1429 2.6718 -0.6578
H -10.7773 0.6259 5.7430 0.2810
H -12.0689 1.0852 4.6062 0.3831
H -10.5620 0.3790 4.0102 0.2743
H -10.9018 3.1038 5.3635 0.3206
H -10.5806 2.8803 3.6554 0.2963
H -8.3520 0.6671 4.2509 0.2985
H -7.1241 1.8900 4.5197 0.3251
H -9.1403 1.9425 2.2177 0.2466
H -7.4124 1.5890 2.1041 0.1472
H -7.9720 3.2165 2.5663 0.2944
C -0.7106 -7.9594 1.1328 -1.0820
C -1.4402 -6.7487 1.6895 -0.2724
O -2.0387 -5.9346 0.6850 -0.3399
C -3.0341 -6.5517 -0.1262 -0.3475
C -4.2361 -7.0447 0.6603 -1.1029
H 0.0182 -7.6558 0.3740 0.2664
H -0.1885 -8.4923 1.9326 0.2697
H -1.4021 -8.6616 0.6586 0.3982
H -0.7177 -6.1150 2.2135 0.3020
H -2.1870 -7.0443 2.4337 0.2838
H -2.5934 -7.3573 -0.7217 0.3081
H -3.3717 -5.7901 -0.8372 0.3539
H -3.9651 -7.8581 1.3397 0.2693
H -5.0100 -7.4185 -0.0163 0.3879
H -4.6568 -6.2375 1.2706 0.2974
C 4.3100 0.0218 -5.2743 -1.0623
C 5.4480 -0.8315 -4.7406 -0.3484
O 5.1345 -2.2199 -4.6748 -0.4199
C 4.8165 -2.8607 -5.9068 -0.3318
C 5.9490 -2.8243 -6.9182 -1.0165
H 3.3928 -0.1569 -4.7034 0.2628
H 4.5659 1.0833 -5.2109 0.3605
H 4.0928 -0.2083 -6.3212 0.3329
H 5.6729 -0.5148 -3.7172 0.3111
H 6.3643 -0.6760 -5.3194 0.3675
H 3.8970 -2.4414 -6.3272 0.3114
H 4.5983 -3.9065 -5.6660 0.3189
H 6.1620 -1.8026 -7.2457 0.2543
H 5.6911 -3.4121 -7.8038 0.3868
H 6.8709 -3.2249 -6.4814 0.2791
C 3.9296 7.0478 -6.4564 -1.0242
C 3.2910 6.9222 -5.0836 -0.3804
O 3.9738 6.0176 -4.2201 -0.3486
C 5.3268 6.3345 -3.9060 -0.4004
C 5.4864 7.6628 -3.1874 -1.0703
H 4.0480 6.0622 -6.9188 0.2826
H 3.3138 7.6736 -7.1086 0.3898
H 4.9227 7.5018 -6.3970 0.2538
H 2.2760 6.5307 -5.2041 0.3275
H 3.1885 7.9011 -4.6039 0.3140
H 5.9455 6.2958 -4.8081 0.3698
H 5.6882 5.5370 -3.2482 0.3485
H 5.2028 8.5026 -3.8283 0.2731
H 6.5264 7.8114 -2.8828 0.3946
H 4.8466 7.7013 -2.2984 0.2746
C 2.6740 -6.8069 3.3096 -0.9757
C 2.4709 -8.1824 3.9218 -0.4348
O 2.7646 -9.2515 3.0270 -0.4158
C 4.1001 -9.3236 2.5362 -0.3149
C 5.1375 -9.5120 3.6293 -1.0240
H 2.1126 -6.7140 2.3739 0.1993
H 2.3415 -6.0277 4.0012 0.4070
H 3.7268 -6.6221 3.0781 0.3278
H 1.4177 -8.2899 4.1996 0.3463
H 3.0461 -8.2925 4.8470 0.3424
H 4.3272 -8.4465 1.9221 0.3068
H 4.1389 -10.1891 1.8664 0.3151
H 5.1881 -8.6410 4.2891 0.2581
H 6.1302 -9.6597 3.1944 0.3866
H 4.8898 -10.3787 4.2527 0.2774



Entry 3:
152
Properties=species:S:1:pos:R:3:lowdin_spin:R:1 method="wB97M-V/def2-TZVPD" orbital_gap_ev="8.09 / 4.74" spin_multiplicity=2 total_charge=+5
O -0.6038 -0.2333 -2.4635 0.7403
C -0.0374 0.5797 -1.4306 0.0848
C 1.0120 0.0795 -0.3141 0.0491
O 1.4282 0.9346 0.7240 0.0644
H -0.8833 0.9516 -0.8524 -0.0010
H 0.3179 1.5202 -1.8516 0.0443
H 1.8681 -0.2023 -0.9272 0.0014
H 0.6217 -0.8553 0.0881 0.0039
C -6.3801 3.0262 0.6612 0.0000
C -6.5733 2.8075 -0.8488 0.0000
N -5.4605 2.2839 -1.5854 0.0000
C -4.9228 1.0745 -1.1454 0.0000
C -3.9723 0.6805 -2.0943 -0.0008
N -3.8953 1.6831 -3.0603 0.0000
C -4.8305 2.7262 -2.7481 0.0000
C -3.0315 1.7260 -4.1727 0.0008
H -6.1628 2.0541 1.1037 0.0000
H -7.1907 3.4610 1.2460 0.0000
H -5.5422 3.7223 0.6234 0.0000
H -6.7985 3.7828 -1.2804 0.0000
H -7.4685 2.2288 -1.0761 0.0000
H -5.1882 0.6147 -0.2049 0.0000
H -3.1751 -0.0473 -2.1273 -0.0009
H -5.1002 3.5843 -3.3458 0.0000
H -2.6962 0.7306 -4.4641 0.0004
H -2.1441 2.2424 -3.8068 0.0002
H -3.3386 2.3278 -5.0281 0.0001
C 2.9698 -2.3870 2.1820 0.0000
O 3.3919 -1.5583 3.2031 0.0001
C 2.4626 -0.5663 3.7193 0.0000
C 3.1100 0.8398 3.8048 0.0000
N 3.5569 1.4628 2.5091 0.0013
H 2.7525 1.4380 1.8988 0.0003
H 3.6641 2.4627 2.6021 0.0000
C 4.7874 0.7962 1.8216 0.0000
C 5.8443 0.3811 2.7104 0.0000
O 6.2869 1.5571 3.4655 0.0000
C 7.3598 1.4554 4.4244 0.0000
H 2.0865 -2.9399 2.5019 0.0000
H 3.6451 -3.1066 1.7193 0.0000
H 2.6715 -1.8296 1.2941 0.0001
H 2.3087 -0.8868 4.7497 0.0000
H 1.5635 -0.4711 3.1105 0.0000
H 3.9812 0.8322 4.4598 0.0000
H 2.5467 1.7609 3.9544 0.0000
H 5.2145 1.5832 1.2001 0.0000
H 4.5765 -0.1628 1.3484 0.0000
H 6.5654 -0.1288 2.0716 0.0000
H 5.4597 -0.2980 3.4713 0.0000
H 7.4551 2.3815 4.9914 0.0000
H 8.2266 1.0340 3.9154 0.0000
H 7.1807 0.5291 4.9702 0.0000
C 5.5202 4.2278 -1.6685 0.0000
O 4.7629 3.0660 -1.2418 0.0001
C 3.5075 2.7809 -1.8303 0.0003
C 2.3250 3.7650 -1.4867 0.0016
N 1.8950 3.6671 0.0430 0.0012
H 1.6532 2.6922 0.1496 0.0006
H 2.6172 3.7298 0.7463 0.0000
C 0.7045 4.5456 0.4029 0.0001
C 0.9321 6.1008 0.1383 0.0000
O 1.0002 6.3823 -1.2449 0.0000
C 1.4648 7.6143 -1.7133 0.0000
H 6.5149 4.2848 -1.2264 0.0000
H 4.9754 5.1222 -1.3662 0.0000
H 5.6860 4.0455 -2.7303 0.0000
H 3.3059 1.7502 -1.5385 0.0002
H 3.6364 2.6987 -2.9096 0.0000
H 1.4778 3.8116 -2.1710 0.0010
H 2.6133 4.8160 -1.4669 0.0000
H 0.6752 4.4142 1.4846 0.0000
H -0.2654 4.2457 0.0062 0.0001
H 1.8245 6.4178 0.6780 0.0000
H 0.1252 6.6565 0.6160 0.0000
H 2.4306 7.8290 -1.2559 0.0000
H 0.7680 8.4238 -1.4958 0.0000
H 1.4775 7.6093 -2.8032 0.0000
C -3.0648 1.5720 1.3106 -0.0001
O -3.4239 0.2606 1.8928 0.0000
C -2.4283 -0.7031 1.9339 0.0000
C -1.1676 -0.4517 2.7425 -0.0001
N -1.6588 -0.5517 4.2017 0.0000
H -2.6066 -0.2089 4.2664 0.0000
H -1.7658 -1.5555 4.2341 0.0000
C -0.8489 0.0921 5.3067 0.0000
C -1.1802 1.5707 5.4228 0.0000
O -2.6286 1.6906 5.4686 0.0000
C -3.1608 3.0107 5.2687 0.0000
H -2.7026 1.5205 0.2838 -0.0001
H -2.2561 1.8736 1.9763 0.0000
H -3.8121 2.3495 1.4687 0.0000
H -2.0493 -0.7534 0.9132 0.0000
H -2.7137 -1.7317 2.1546 0.0000
H -0.9189 0.5928 2.5547 -0.0001
H -0.4647 -1.1931 2.3624 0.0001
H 0.1628 -0.2969 5.1915 0.0000
H -1.2342 -0.5146 6.1262 0.0000
H -0.6934 2.1801 4.6614 0.0000
H -0.6536 1.9557 6.2960 0.0000
H -3.5792 3.4492 6.1746 0.0000
H -4.0769 2.9897 4.6783 0.0000
H -2.4553 3.6659 4.7577 0.0000
C -4.6201 -3.6743 0.7223 0.0000
O -3.5696 -3.8827 -0.2739 0.0000
C -3.9075 -3.1705 -1.5241 0.0000
C -2.7343 -3.1709 -2.5852 0.0013
N -2.1133 -4.6331 -2.7279 0.0001
H -1.5451 -4.6601 -3.5625 0.0000
H -1.4134 -4.7679 -2.0123 0.0000
C -3.1228 -5.8549 -2.8474 0.0000
C -2.2311 -7.1139 -2.9207 0.0000
O -1.3321 -7.3064 -1.8037 0.0000
C -1.9790 -7.6975 -0.5987 0.0000
H -4.7307 -2.6598 1.1051 0.0000
H -4.3596 -4.1683 1.6583 0.0000
H -5.5976 -3.9894 0.3572 0.0000
H -4.1871 -2.1830 -1.1571 0.0000
H -4.8690 -3.5255 -1.8950 0.0000
H -1.8575 -2.5736 -2.3349 0.0016
H -3.0289 -2.9081 -3.6012 0.0000
H -3.7289 -5.6340 -3.7260 0.0000
H -3.7346 -5.8205 -1.9459 0.0000
H -1.7351 -6.9498 -3.8774 0.0000
H -2.6964 -8.0980 -2.9765 0.0000
H -2.7634 -8.4259 -0.8041 0.0000
H -2.3896 -6.8215 -0.0965 0.0000
H -1.2239 -8.1954 0.0096 0.0000
C 4.5713 -0.4569 -2.9663 0.0000
O 3.7894 -1.2672 -3.8158 -0.0001
C 2.5201 -0.6785 -4.1994 -0.0004
C 1.6224 -1.8662 -4.6437 0.0002
N 0.9428 -2.5738 -3.4458 0.0007
H 0.4024 -1.8759 -2.9548 0.0007
H 0.3332 -3.2609 -3.8657 0.0000
C 1.9882 -3.3494 -2.4855 0.0001
C 1.2743 -4.3348 -1.5202 0.0000
O 0.1753 -3.6413 -0.9998 0.0019
C -0.3148 -4.1270 0.2364 0.0001
H 5.6253 -0.7266 -3.0337 0.0000
H 4.2373 -0.6102 -1.9402 0.0000
H 4.3389 0.5611 -3.2791 0.0000
H 2.6314 0.0845 -4.9698 0.0000
H 2.0140 -0.0911 -3.4333 -0.0004
H 2.1292 -2.4943 -5.3764 0.0002
H 0.7822 -1.4157 -5.1720 0.0000
H 2.5974 -2.5532 -2.0577 0.0001
H 2.6852 -3.8835 -3.1313 0.0000
H 1.9564 -4.4639 -0.6799 0.0000
H 1.0711 -5.2912 -2.0020 0.0000
H -1.3056 -3.7067 0.4094 0.0000
H 0.2965 -4.1113 1.1387 0.0000
H -0.6609 -5.1546 0.1255 0.0000